A structure of composition C31H26BrN3PdS, computed with the ωB97M-V functional and the def2-TZVPD basis.

The HOMO energy (alpha / beta) is -0.27 / -0.75 eV. The relative energy (zero: lowest compared OMol25 entry of this formula, charge and spin) comes out at 0.5 kcal per mole. For the molar mass, the calculation gives 659.0 g/mol.

The geometry in ORCA input format:
```
! wB97M-V def2-TZVPD RIJCOSX def2/J DEFGRID3
* xyz -2 3
Pd -0.105 -0.021 -0.620
Br 5.803 1.308 -4.712
C 4.530 1.184 -3.282
C 4.982 1.002 -1.989
C 4.068 0.919 -0.954
C 2.674 1.004 -1.185
C 2.261 1.165 -2.528
C 3.170 1.262 -3.558
N 1.721 0.917 -0.206
C 2.059 1.066 1.083
C 1.168 0.813 2.138
C 1.592 0.906 3.495
C 0.705 0.653 4.505
C -0.621 0.329 4.178
C -0.958 0.253 2.833
N -0.117 0.460 1.830
H 6.043 0.907 -1.793
H 4.440 0.737 0.044
H 1.196 1.222 -2.723
H 2.833 1.391 -4.579
H 3.047 1.436 1.346
H 2.626 1.159 3.701
H 1.022 0.697 5.541
H -1.361 0.146 4.947
H -1.976 0.004 2.544
S -1.258 1.978 -1.499
C -0.686 3.504 -0.895
C -0.370 3.713 0.458
C 0.006 4.964 0.916
C 0.088 6.048 0.047
C -0.194 5.852 -1.301
C -0.568 4.603 -1.766
H -0.427 2.866 1.132
H 0.238 5.105 1.967
H 0.373 7.028 0.415
H -0.110 6.685 -1.993
H -0.783 4.440 -2.815
N -1.693 -0.924 -1.197
C -2.721 -1.374 -0.498
C -2.605 -1.970 0.799
C -3.694 -2.508 1.448
C -4.971 -2.461 0.888
C -5.122 -1.872 -0.368
C -4.042 -1.362 -1.053
H -1.614 -2.032 1.229
H -3.556 -2.976 2.418
H -5.825 -2.875 1.411
H -6.110 -1.829 -0.820
H -4.165 -0.914 -2.032
C 1.013 -1.802 -0.863
C 0.317 -3.070 -0.634
C 0.472 -3.781 0.567
C -0.196 -4.973 0.799
C -1.047 -5.501 -0.163
C -1.200 -4.825 -1.370
C -0.521 -3.644 -1.607
H 1.878 -1.710 -0.200
H 1.325 -1.691 -1.904
H 1.120 -3.362 1.330
H -0.051 -5.500 1.736
H -1.586 -6.422 0.028
H -1.866 -5.223 -2.128
H -0.654 -3.107 -2.538
*
```

A structure of composition C31H26F2FeN3O3 in a non-equilibrium geometry, computed with the ωB97M-V functional and the def2-TZVPD basis.

The HOMO energy (alpha / beta) is -13.36 / -13.36 eV. The relative energy (zero: lowest compared OMol25 entry of this formula, charge and spin) comes out at 58.7 kcal per mole. For the molar mass, the calculation gives 582.4 g/mol.

The geometry in ORCA input format:
```
! wB97M-V def2-TZVPD RIJCOSX def2/J DEFGRID3
* xyz 2 2
Fe 0.049 -0.277 0.248
F 3.561 3.734 1.456
C 2.343 3.388 1.098
C 1.851 2.172 1.541
C 0.595 1.860 1.108
C -0.249 2.677 0.388
C 0.321 3.872 -0.035
F -0.399 4.695 -0.781
C 1.607 4.242 0.296
C -1.642 2.255 0.219
C -2.718 3.121 0.129
C -4.002 2.602 0.168
C -4.179 1.234 0.303
C -3.058 0.434 0.354
N -1.811 0.925 0.295
H 2.448 1.556 2.207
H 2.011 5.188 -0.043
H -2.557 4.187 0.057
H -4.857 3.266 0.113
H -5.165 0.788 0.369
H -3.156 -0.639 0.439
O -1.311 -1.369 -1.212
C -1.742 -2.604 -0.634
C -0.527 -3.199 -0.023
C -0.162 -4.510 -0.238
C 0.985 -4.998 0.372
C 1.727 -4.154 1.180
C 1.305 -2.852 1.333
N 0.198 -2.369 0.747
H -2.014 -0.995 -1.757
H -2.181 -3.265 -1.374
H -2.477 -2.419 0.151
H -0.766 -5.141 -0.877
H 1.295 -6.022 0.211
H 2.622 -4.497 1.683
H 1.854 -2.163 1.965
C 6.174 2.961 -0.937
O 5.806 1.818 -0.155
C 6.798 1.156 0.465
C 8.146 1.460 0.334
C 9.100 0.741 1.039
C 8.725 -0.287 1.890
C 7.384 -0.598 2.012
C 6.428 0.099 1.287
N 5.037 -0.231 1.513
C 4.035 -0.358 0.678
C 4.028 -0.456 -0.720
C 5.205 -0.711 -1.480
C 5.147 -0.898 -2.822
C 3.901 -0.805 -3.471
C 2.744 -0.567 -2.772
C 2.758 -0.402 -1.380
O 1.607 -0.181 -0.778
H 5.244 3.391 -1.296
H 6.788 2.668 -1.788
H 6.703 3.695 -0.329
H 8.456 2.268 -0.315
H 10.147 0.998 0.926
H 9.469 -0.842 2.449
H 7.064 -1.406 2.668
H 4.817 -0.383 2.481
H 3.073 -0.439 1.158
H 6.158 -0.793 -0.972
H 6.043 -1.120 -3.387
H 3.851 -0.927 -4.547
H 1.787 -0.503 -3.278
*
```

A structure of composition C31H26F9NO6P2PtS2 in a non-equilibrium geometry, computed with the ωB97M-V functional and the def2-TZVPD basis.

The HOMO energy (alpha / beta) is -8.17 / -9.57 eV. The relative energy (zero: lowest compared OMol25 entry of this formula, charge and spin) comes out at 26.6 kcal per mole. For the molar mass, the calculation gives 1000.7 g/mol.

The geometry in ORCA input format:
```
! wB97M-V def2-TZVPD RIJCOSX def2/J DEFGRID3
* xyz 0 3
Pt -0.587 0.303 0.250
F -5.545 2.407 1.192
C -5.013 3.542 0.712
F -4.845 4.411 1.743
F -5.896 4.056 -0.119
S -3.284 3.259 -0.037
O -2.569 2.291 0.763
O -2.769 4.589 -0.052
N -3.607 2.732 -1.488
S -2.818 1.630 -2.295
O -2.940 1.768 -3.719
O -1.472 1.461 -1.816
C -3.788 0.095 -1.818
F -3.654 -0.091 -0.483
F -3.348 -0.985 -2.443
F -5.093 0.282 -2.050
C 1.683 -0.461 -2.485
C 0.465 -1.331 -2.430
P -0.028 -1.756 -0.707
C 1.277 -2.798 -0.016
C 1.687 -4.030 -0.605
C 2.744 -4.704 -0.017
C 3.401 -4.253 1.137
C 2.967 -3.049 1.684
C 1.889 -2.334 1.135
C -1.410 -2.883 -0.909
C -2.270 -2.937 0.184
C -3.270 -3.917 0.213
C -3.459 -4.702 -0.905
C -2.610 -4.643 -2.018
C -1.587 -3.703 -2.018
C 1.544 1.000 -2.205
P 1.285 1.470 -0.436
C 2.622 1.006 0.614
C 3.820 0.331 0.351
C 4.754 0.022 1.325
C 4.516 0.345 2.646
C 3.339 0.965 2.949
C 2.409 1.331 1.987
C 1.250 3.300 -0.414
C 2.191 3.936 -1.237
C 2.255 5.324 -1.366
C 1.358 6.104 -0.718
C 0.360 5.445 0.046
C 0.297 4.074 0.217
H 2.118 -0.503 -3.493
H 2.459 -0.915 -1.840
H 0.743 -2.194 -3.007
H -0.359 -0.902 -3.007
H 1.170 -4.385 -1.566
H 3.057 -5.626 -0.456
H 4.263 -4.766 1.526
H 3.323 -2.746 2.641
H 1.670 -1.354 1.484
H -2.113 -2.266 1.044
H -3.902 -3.984 1.067
H -4.222 -5.439 -0.951
H -2.838 -5.286 -2.842
H -0.806 -3.671 -2.770
H 0.727 1.438 -2.795
H 2.430 1.529 -2.664
H 4.138 0.046 -0.668
H 5.625 -0.519 1.016
H 5.160 0.062 3.462
H 2.973 1.125 3.928
H 1.448 1.762 2.272
H 2.937 3.345 -1.721
H 3.000 5.785 -2.016
H 1.256 7.198 -0.791
H -0.375 6.139 0.479
H -0.524 3.596 0.692
F -2.755 -0.285 4.395
C -1.790 -1.142 4.208
F -2.318 -2.256 3.664
F -1.288 -1.493 5.350
C -0.691 -0.532 3.251
O 0.412 -0.268 3.676
O -1.181 -0.395 2.095
*
```

A structure of composition C31H26GeN4OReS3Se, computed with the ωB97M-V functional and the def2-TZVPD basis.

The HOMO energy (alpha / beta) is -13.48 / -13.49 eV. The relative energy (zero: lowest compared OMol25 entry of this formula, charge and spin) comes out at 18.8 kcal per mole. For the molar mass, the calculation gives 904.6 g/mol.

The geometry in ORCA input format:
```
! wB97M-V def2-TZVPD RIJCOSX def2/J DEFGRID3
* xyz 2 2
Re -1.095 0.999 0.757
N -2.088 4.697 -1.048
C -0.784 4.774 -1.495
C -0.173 3.627 -1.096
N -1.097 2.860 -0.416
C -2.232 3.540 -0.403
C -3.353 2.870 0.229
N -3.097 1.668 0.748
C -4.305 1.179 1.244
C -5.263 2.098 1.014
N -4.635 3.160 0.364
H -2.784 5.417 -1.171
H -0.414 5.623 -2.044
H 0.841 3.299 -1.260
H -4.376 0.219 1.726
H -6.316 2.105 1.241
H -5.098 4.002 0.054
Ge -1.022 -2.930 0.383
C 0.394 -2.626 -0.838
C 0.150 -2.031 -2.080
C 1.151 -1.995 -3.038
C 2.395 -2.553 -2.762
C 2.643 -3.149 -1.534
C 1.643 -3.188 -0.568
C -2.678 -3.434 -0.443
C -3.658 -2.516 -0.823
C -4.817 -2.946 -1.457
C -5.006 -4.298 -1.707
C -4.037 -5.218 -1.332
C -2.876 -4.792 -0.702
H -0.591 -3.833 1.544
H -0.828 -1.620 -2.311
H 0.960 -1.549 -4.006
H 3.171 -2.535 -3.517
H 3.610 -3.591 -1.330
H 1.841 -3.657 0.389
H -3.518 -1.456 -0.638
H -5.572 -2.231 -1.758
H -5.910 -4.636 -2.198
H -4.187 -6.272 -1.526
H -2.127 -5.525 -0.423
Se -1.754 -0.989 1.729
O 0.680 1.010 0.884
C 2.150 1.035 1.103
C 2.741 1.175 -0.280
C 2.127 1.026 -1.487
C 3.000 1.288 -2.587
C 4.247 1.630 -2.175
S 4.373 1.651 -0.473
C 2.442 2.235 1.969
C 2.988 2.250 3.216
C 3.110 3.567 3.752
C 2.637 4.514 2.906
S 2.066 3.829 1.443
C 2.544 -0.248 1.802
C 3.733 -0.902 1.752
C 3.809 -1.982 2.685
C 2.676 -2.123 3.417
S 1.513 -0.943 2.995
H 1.103 0.704 -1.606
H 2.711 1.214 -3.626
H 5.111 1.867 -2.778
H 3.312 1.359 3.737
H 3.534 3.788 4.722
H 2.608 5.584 3.049
H 4.545 -0.634 1.089
H 4.679 -2.613 2.803
H 2.458 -2.849 4.187
*
```

A structure of composition C31H26I2N3OPSn, computed with the ωB97M-V functional and the def2-TZVPD basis.

The HOMO energy is -7.50 eV. For the molar mass, the calculation gives 860.1 g/mol.

The geometry in ORCA input format:
```
! wB97M-V def2-TZVPD RIJCOSX def2/J DEFGRID3
* xyz 0 1
Sn -0.968 1.342 -0.221
I -7.899 -1.626 2.371
C -5.949 -1.028 1.931
C -4.892 -1.899 2.143
C -3.603 -1.490 1.846
I -2.023 -2.812 2.140
C -3.315 -0.204 1.345
O -2.071 0.149 1.127
C -4.417 0.649 1.118
C -4.196 2.002 0.506
N -3.591 1.884 -0.825
C -4.199 0.982 -1.772
C -3.179 0.193 -2.565
C -3.579 -0.461 -3.725
C -2.674 -1.250 -4.407
C -1.383 -1.367 -3.916
C -1.053 -0.679 -2.766
N -1.931 0.089 -2.106
C -5.708 0.232 1.413
H -5.065 -2.892 2.533
H -5.148 2.546 0.489
H -3.498 2.583 1.117
H -3.408 2.794 -1.224
H -4.803 0.255 -1.225
H -4.878 1.481 -2.474
H -4.598 -0.348 -4.073
H -2.971 -1.768 -5.310
H -0.640 -1.977 -4.410
H -0.068 -0.725 -2.311
H -6.534 0.910 1.228
N 0.491 -0.089 -0.314
P 1.940 0.011 0.218
C 3.118 -0.926 -0.798
C 4.456 -0.565 -0.939
C 5.311 -1.339 -1.711
C 4.835 -2.477 -2.347
C 3.502 -2.842 -2.211
C 2.647 -2.068 -1.440
C 2.659 1.689 0.290
C 3.055 2.296 1.477
C 3.518 3.607 1.474
C 3.592 4.316 0.285
C 3.199 3.716 -0.906
C 2.733 2.412 -0.902
C 2.175 -0.638 1.899
C 1.067 -0.615 2.742
C 1.181 -1.052 4.056
C 2.399 -1.518 4.530
C 3.503 -1.559 3.687
C 3.391 -1.122 2.376
H 4.830 0.330 -0.455
H 6.349 -1.050 -1.819
H 5.503 -3.078 -2.951
H 3.129 -3.730 -2.706
H 1.604 -2.343 -1.324
H 2.998 1.748 2.410
H 3.820 4.073 2.403
H 3.952 5.336 0.284
H 3.254 4.268 -1.836
H 2.421 1.946 -1.830
H 0.106 -0.294 2.356
H 0.311 -1.043 4.700
H 2.487 -1.861 5.553
H 4.450 -1.938 4.049
H 4.256 -1.166 1.724
*
```

A structure of composition C31H26N6O3SSrTe in a non-equilibrium geometry, computed with the ωB97M-V functional and the def2-TZVPD basis.

The HOMO energy is -0.62 eV. The relative energy (zero: lowest compared OMol25 entry of this formula, charge and spin) comes out at 80.8 kcal per mole. For the molar mass, the calculation gives 777.9 g/mol.

The geometry in ORCA input format:
```
! wB97M-V def2-TZVPD RIJCOSX def2/J DEFGRID3
* xyz -2 1
Sr -0.651 -2.075 0.424
O 1.268 -3.327 0.328
C 1.324 -3.529 -0.950
C 1.906 -4.748 -1.406
C 2.040 -5.132 -2.716
C 1.557 -4.308 -3.721
C 0.942 -3.134 -3.344
C 0.783 -2.680 -2.024
C -0.075 -1.426 -1.978
N -1.073 -1.365 -2.774
N -1.896 -0.253 -2.738
C -2.472 0.014 -1.598
O -2.332 -0.561 -0.462
C -3.472 1.137 -1.645
C -3.975 1.631 -0.444
C -4.880 2.685 -0.438
C -5.301 3.249 -1.637
C -4.810 2.749 -2.839
C -3.901 1.702 -2.843
H 2.304 -5.370 -0.612
H 2.534 -6.069 -2.951
H 1.667 -4.559 -4.769
H 0.557 -2.483 -4.118
H 0.082 -0.574 -1.300
H -3.623 1.179 0.475
H -5.256 3.068 0.504
H -6.007 4.072 -1.636
H -5.133 3.185 -3.778
H -3.491 1.311 -3.764
O -0.542 -0.511 2.287
C -0.403 -0.896 3.495
C -1.053 -2.052 4.023
C -0.860 -2.498 5.314
C -0.016 -1.818 6.188
C 0.610 -0.668 5.719
C 0.435 -0.197 4.427
C 1.090 1.059 4.017
N 0.523 2.152 3.584
C 1.548 3.064 3.435
C 2.734 2.513 3.797
N 2.459 1.200 4.137
H -1.733 -2.591 3.364
H -1.380 -3.390 5.650
H 0.135 -2.159 7.204
H 1.246 -0.102 6.397
H 1.368 4.033 2.996
H 3.739 2.892 3.728
H 2.876 0.783 4.955
Te 2.504 -0.052 0.391
C 3.759 -1.369 -0.667
C 4.102 -1.390 -1.995
C 4.991 -2.442 -2.351
C 5.332 -3.226 -1.289
S 4.545 -2.675 0.136
H 3.705 -0.667 -2.696
H 5.351 -2.613 -3.358
H 5.972 -4.095 -1.285
C -0.562 2.821 0.261
C -0.704 3.410 -1.101
N 0.228 3.540 -2.016
C -0.378 4.150 -3.087
C -1.689 4.402 -2.817
N -1.881 3.945 -1.536
H -0.619 1.730 0.304
H -1.352 3.191 0.918
H 0.398 3.100 0.689
H 0.166 4.366 -3.992
H -2.485 4.836 -3.397
H -2.770 3.835 -1.074
*
```